*one*
10
Properties=species:S:1:pos:R:3 method="wB97M-V/def2-TZVPD" homo_lumo_gap_ev="8.1 / 8.0"
Cl -2.577 -0.705 -1.155
S -0.306 -1.683 0.326
N -1.203 -1.765 -0.938
C 1.220 0.546 0.228
C 1.181 1.248 -0.854
C -0.042 0.079 0.850
H -0.790 0.639 0.472
H -0.020 0.018 2.020
H 1.974 0.122 0.717
H 0.561 1.503 -1.666

*two*
10
Properties=species:S:1:pos:R:3 method="wB97M-V/def2-TZVPD" homo_lumo_gap_ev=9.6
Cl -0.104 1.873 2.230
S 0.930 -0.825 1.224
N -1.042 0.445 0.173
C -0.180 0.523 1.144
C 0.157 -1.484 -0.125
C -0.827 -0.592 -0.590
H 1.369 1.762 -1.555
H 1.233 1.654 -0.784
H -1.640 -0.851 -1.355
H 0.105 -2.504 -0.361

Bottom line: *two*, by a margin of 439.7 kJ/mol.

*one*
20
Properties=species:S:1:pos:R:3 method="wB97M-V/def2-TZVPD" homo_lumo_gap_ev=9.4 smiles="O=CCCCS.O.O"
S -2.381 -1.268 0.706
O 2.897 2.230 0.500
O 2.597 -2.673 0.381
O -2.646 1.733 -1.160
C 1.756 1.900 0.336
C 1.227 0.495 0.340
C -0.757 -0.988 -0.059
C -0.323 0.460 0.281
H 0.954 2.648 0.138
H -0.127 -1.770 0.337
H -0.928 -1.010 -1.124
H -3.127 -1.574 -0.359
H 2.040 -3.286 0.892
H -0.783 0.807 1.204
H 1.651 -0.049 -0.503
H 1.541 -0.177 1.144
H -0.580 1.020 -0.608
H -2.400 2.266 -0.384
H -3.243 2.362 -1.588
H 2.631 -3.127 -0.473

*two*
20
Properties=species:S:1:pos:R:3 method="wB97M-V/def2-TZVPD" homo_lumo_gap_ev=3.8
S -3.646 -3.751 0.405
O -0.471 -0.151 -0.261
O -1.286 -2.636 -1.472
O 1.097 -2.273 -0.592
C 1.371 2.931 0.234
C 1.530 4.129 0.864
C 0.392 1.963 0.508
C 0.644 0.603 0.110
H -2.140 -2.880 -1.056
H -0.086 -0.984 -0.620
H 2.287 4.821 0.502
H -2.796 -4.266 -0.482
H 1.841 -2.839 -0.386
H -0.358 -2.567 -1.117
H 0.933 0.094 1.054
H -3.239 -1.783 0.732
H 0.829 4.347 1.684
H 2.180 2.664 -0.439
H -0.589 2.240 0.879
H 1.506 0.339 -0.546

Bottom line: *one*, by a margin of 778.3 kJ/mol.

*one*
17
Properties=species:S:1:pos:R:3 method="wB97M-V/def2-TZVPD" homo_lumo_gap_ev=6.3 total_charge=-1
S 2.156 -1.739 -1.657
O -1.589 1.313 0.028
O -1.826 3.705 1.063
N -0.595 -0.573 1.117
C -0.074 -0.889 -0.198
C 1.381 -1.435 -0.099
C -1.302 0.804 1.245
H -0.894 3.518 1.189
H 1.412 -2.364 0.508
H -0.788 -1.564 -0.693
H -1.993 3.041 0.316
H 1.847 -0.669 0.502
H 1.029 -2.065 -2.380
H -2.172 0.564 1.836
H -1.029 -1.340 1.603
H -0.571 1.477 1.748
H -0.101 0.019 -0.793

*two*
17
Properties=species:S:1:pos:R:3 method="wB97M-V/def2-TZVPD" homo_lumo_gap_ev=6.1 total_charge=-1
S -0.117 0.552 -2.973
O -0.239 -2.897 1.469
O -0.508 1.335 2.162
N 1.431 0.692 -0.342
C -0.421 0.364 1.327
C -0.779 0.284 -1.330
C -0.002 0.953 -0.168
H 0.398 -0.475 1.508
H 0.373 -2.339 1.994
H 0.785 1.539 -2.861
H -0.521 -0.775 -1.300
H -0.288 1.994 -0.182
H 2.047 1.053 0.357
H 1.614 -0.281 -0.542
H -0.559 -2.150 0.937
H -1.855 0.414 -1.183
H -1.359 -0.266 1.126

Bottom line: *one*, by a margin of 53.4 kJ/mol.

*one*
6
Properties=species:S:1:pos:R:3 method="wB97M-V/def2-TZVPD" homo_lumo_gap_ev="7.2 / 6.2"
I -3.381 -0.555 -0.280
Cl 0.758 -2.493 1.915
S 0.814 -2.580 -1.605
P 0.363 -1.704 0.047
O 1.407 -0.535 0.079
H 1.629 -0.271 -0.757

*two*
6
Properties=species:S:1:pos:R:3 method="wB97M-V/def2-TZVPD" homo_lumo_gap_ev=8.0 smiles="O=P(=S)I.Cl"
I 2.540 -0.485 -1.264
Cl -2.258 -1.181 -0.284
S 0.334 2.121 0.366
P 1.232 0.408 0.626
O 0.846 -0.666 1.472
H -2.694 -0.198 -0.915

Bottom line: *two*, by a margin of 104.0 kJ/mol.

*one*
60
Properties=species:S:1:pos:R:3 method="wB97M-V/def2-TZVPD" homo_lumo_gap_ev=10.0
O -0.709 -3.932 0.517
O 3.902 1.616 -0.981
O -0.337 -1.400 1.719
O -2.337 -0.962 3.352
O 3.408 -0.832 0.106
O 0.101 0.556 3.719
O 1.842 3.444 -1.925
O -0.680 -2.421 -3.663
O 2.274 -2.370 1.825
O 1.744 -1.635 -2.315
O -2.937 -1.889 -0.919
O -0.133 4.138 0.807
O -2.405 1.271 1.519
O -3.641 1.159 -1.180
O 0.204 3.315 3.227
O 1.791 -3.868 -0.645
N -0.358 -0.150 -1.572
C -1.167 -0.107 -2.829
C -0.154 1.264 -1.158
C -1.427 -1.611 -3.197
C 0.595 1.323 0.179
H -0.562 0.506 -3.488
H -3.209 -0.945 -1.006
H 2.948 -0.611 -0.707
H 0.317 2.426 3.586
H -3.226 1.801 -0.619
H -1.483 -1.234 2.914
H -0.126 -2.354 1.852
H 0.414 1.737 -1.988
H 2.941 1.643 -0.998
H -0.122 -4.035 -0.256
H -0.574 4.752 1.398
H -3.351 1.366 1.680
H 4.052 1.946 -1.871
H 0.911 -1.738 -1.826
H -3.210 0.946 -2.007
H -0.255 -0.043 4.392
H 1.374 -1.834 -3.181
H -0.281 -4.532 1.143
H -1.996 0.998 2.346
H 0.897 3.634 -2.013
H 4.002 -0.088 0.184
H -0.840 -0.654 -0.808
H 1.502 -3.465 -1.496
H 0.860 3.540 2.541
H 2.413 -3.186 -0.366
H 0.959 0.474 0.696
H -2.784 -1.098 2.489
H 0.003 1.957 0.909
H -1.197 1.736 -0.969
H -0.786 -1.583 0.877
H -0.410 3.252 1.061
H 2.607 -2.194 0.911
H -2.240 0.313 -2.716
H -3.619 -2.557 -0.972
H -2.506 -1.888 -3.065
H 2.567 -1.679 2.408
H 0.897 0.183 3.335
H 2.015 3.692 -0.991
H 1.526 1.909 0.033

*two*
60
Properties=species:S:1:pos:R:3 method="wB97M-V/def2-TZVPD" homo_lumo_gap_ev=9.2
O -2.853 0.920 3.508
O -1.285 -0.430 -4.101
O 0.410 0.437 -1.720
O -2.103 2.388 -2.687
O 1.463 0.013 2.436
O -2.177 0.102 -1.580
O 0.557 -3.534 3.075
O -1.676 -4.169 1.129
O 2.907 2.449 0.290
O -1.698 4.471 -0.018
O -3.492 -0.226 1.596
O 3.877 0.568 -2.810
O -1.291 1.491 0.710
O -0.738 3.346 2.432
O 0.715 3.231 -1.356
O 2.395 -4.167 -1.679
N 2.432 -0.574 -0.038
C 1.601 -1.560 0.662
C 0.653 -0.684 1.530
C 1.033 -2.514 -0.361
C 1.981 -2.810 -1.564
H -2.068 1.121 1.182
H 0.313 3.878 -0.743
H -1.566 3.552 -0.260
H -1.217 2.408 -2.321
H 1.313 -0.296 3.334
H -2.139 0.411 -2.504
H -1.817 1.488 -0.113
H 1.589 3.598 -1.529
H 3.075 2.828 1.162
H -1.383 -1.394 -4.158
H -3.265 -1.065 2.015
H 3.117 -0.238 0.611
H -0.220 -1.154 1.981
H -1.067 2.799 1.666
H 3.290 0.186 -3.469
H -0.825 -0.413 -3.249
H 0.121 0.083 0.869
H -2.359 3.279 -2.950
H -2.196 4.468 0.805
H -4.403 -0.094 1.879
H 2.961 -2.432 -1.311
H 1.134 -4.309 3.195
H -3.210 1.683 3.051
H -1.832 -4.966 0.633
H 0.181 3.095 2.256
H 3.430 0.257 -2.003
H 3.312 1.569 0.363
H 0.906 -3.555 0.069
H 1.188 -2.891 2.736
H 0.097 -2.344 -0.858
H 1.660 -4.795 -1.712
H -3.125 0.207 -1.430
H -0.837 -3.985 1.551
H -0.305 0.105 -1.126
H 0.094 1.337 -1.870
H 1.878 0.189 -0.386
H 2.314 -2.027 1.411
H -2.330 1.176 4.271
H 1.483 -2.505 -2.503

Bottom line: *two*, by a margin of 7.5 kJ/mol.

*one*
16
Properties=species:S:1:pos:R:3 method="wB97M-V/def2-TZVPD" homo_lumo_gap_ev=9.8
O 0.465 0.930 1.614
O 0.723 -0.427 -2.217
O 1.205 3.446 1.155
N -0.934 -0.459 0.021
C -1.062 -1.925 -0.276
H -1.447 -2.141 -1.214
H 0.908 0.274 -2.791
H 1.307 -1.147 -2.121
H -1.825 -0.019 0.052
H -0.374 0.181 1.045
H 0.774 2.656 0.804
H -1.529 -2.518 0.547
H -0.080 -2.475 -0.293
H 0.571 0.690 2.490
H 1.585 2.950 1.841
H -0.286 -0.016 -0.659

*two*
16
Properties=species:S:1:pos:R:3 method="wB97M-V/def2-TZVPD" homo_lumo_gap_ev=10.1
O -0.663 -1.180 -0.105
O 0.125 -0.291 2.310
O 0.270 -1.148 -2.236
N -0.099 1.257 -0.659
C 0.386 1.687 0.680
H -0.165 1.259 1.522
H 0.573 1.279 -1.415
H 0.484 2.765 0.836
H -1.194 -1.535 -0.799
H -0.857 1.988 -0.873
H 1.417 1.209 0.802
H 0.493 -0.817 3.065
H 0.070 -1.993 -2.430
H -0.593 0.061 -0.411
H 0.584 -1.350 -1.142
H -0.297 -0.832 1.628

Bottom line: *one*, by a margin of 71.1 kJ/mol.

*one*
11
Properties=species:S:1:pos:R:3 method="wB97M-V/def2-TZVPD" homo_lumo_gap_ev=8.0 total_charge=+1
O 0.077 2.505 -1.578
N 0.981 -1.147 0.346
N -0.855 0.183 0.507
C -0.573 -1.181 0.463
H -2.407 0.092 0.580
H 0.217 1.361 -1.726
H 0.572 0.092 0.260
H -1.058 -1.747 1.255
H 1.964 -1.138 1.118
H 1.170 -1.690 -0.623
H -0.088 2.668 -0.602

*two*
11
Properties=species:S:1:pos:R:3 method="wB97M-V/def2-TZVPD" homo_lumo_gap_ev=12.5 total_charge=+1
O -3.096 -0.140 0.220
N -0.830 0.428 -0.325
N 1.638 -0.219 0.123
C -1.845 -0.344 -0.022
H 1.558 -0.976 0.803
H 2.157 -0.484 -0.747
H -0.825 1.455 -0.538
H 0.440 -0.076 -0.088
H -1.498 -1.320 0.157
H -3.233 0.756 -0.176
H 1.773 0.660 0.559

Bottom line: *two*, by a margin of 772.1 kJ/mol.

*one*
12
Properties=species:S:1:pos:R:3 method="wB97M-V/def2-TZVPD" homo_lumo_gap_ev=10.1 smiles="C=CONC"
O 0.782 0.029 0.458
N -0.258 1.185 0.444
C 0.740 -0.609 -0.836
C 1.702 -1.447 -1.172
C -1.529 0.660 0.968
H -2.280 1.535 0.819
H 1.820 -1.749 -2.251
H -0.050 1.936 1.126
H -0.035 -0.368 -1.444
H -1.804 -0.179 0.341
H -1.586 0.575 2.035
H 2.497 -1.567 -0.487

*two*
12
Properties=species:S:1:pos:R:3 method="wB97M-V/def2-TZVPD" homo_lumo_gap_ev=10.5
O -0.816 -0.402 0.256
N 0.805 0.021 -1.267
C 1.281 0.036 1.188
C 0.454 -0.140 -0.056
C -1.775 0.035 -0.692
H 1.115 -0.760 1.917
H -1.517 -0.153 -1.745
H -1.846 1.113 -0.528
H 2.342 0.160 0.958
H 0.930 0.979 1.628
H 1.714 -0.412 -1.262
H -2.686 -0.479 -0.398

*three*
12
Properties=species:S:1:pos:R:3 method="wB97M-V/def2-TZVPD" homo_lumo_gap_ev=10.7 smiles="CCNC=O"
O -1.154 1.578 -0.762
N 0.980 1.116 0.084
C -0.602 -1.008 0.026
C -0.080 1.056 -0.885
C 0.393 0.053 0.896
H 1.158 -0.573 1.378
H 0.230 0.406 -1.718
H -1.208 -1.354 0.847
H -0.235 0.545 1.642
H -1.367 -0.824 -0.773
H 1.856 0.797 -0.337
H 0.030 -1.792 -0.397

Bottom line: *two*, by a margin of 93.1 kJ/mol.

*one*
12
Properties=species:S:1:pos:R:3 method="wB97M-V/def2-TZVPD" homo_lumo_gap_ev=7.7
O 0.113 1.056 1.354
N 0.430 0.747 -0.813
C 0.932 -0.493 -0.484
C -0.586 -0.671 1.446
C -0.011 1.519 0.175
H 0.105 -1.463 1.714
H 1.712 -0.479 0.267
H -0.575 2.421 -0.062
H 0.153 0.958 -1.761
H -1.088 -0.258 2.317
H 1.080 -1.150 -1.336
H -1.295 -0.963 0.676

*two*
12
Properties=species:S:1:pos:R:3 method="wB97M-V/def2-TZVPD" homo_lumo_gap_ev=9.9 smiles="C=NC.C=O"
O -2.299 0.713 -0.094
N 1.980 0.239 0.464
C 0.788 -0.639 0.792
C -3.145 0.215 -0.752
C 2.892 -0.197 -0.274
H -3.112 0.157 -1.896
H 0.731 -1.351 0.039
H 3.808 0.271 -0.542
H 3.119 -1.268 -0.580
H 0.007 -0.038 0.346
H -3.865 -0.533 -0.314
H 0.640 -0.887 1.850

*three*
12
Properties=species:S:1:pos:R:3 method="wB97M-V/def2-TZVPD" homo_lumo_gap_ev=7.1
O -1.290 0.722 -0.601
N 0.810 0.349 0.198
C -0.721 -1.579 0.032
C -0.308 -0.187 -0.283
C 1.117 1.638 0.374
H 1.549 -0.323 0.382
H -1.466 -1.916 -0.694
H -1.182 -1.652 1.029
H 0.307 2.350 0.321
H 2.099 1.883 0.744
H -1.043 0.986 -1.499
H 0.127 -2.271 -0.003

*four*
12
Properties=species:S:1:pos:R:3 method="wB97M-V/def2-TZVPD" homo_lumo_gap_ev=10.5 smiles="CNC(C)=O"
O 1.398 -0.147 -0.832
N -0.307 0.236 0.658
C -0.792 -0.754 -1.606
C 0.207 -0.205 -0.649
C 0.697 0.832 1.529
H 1.567 0.146 1.783
H -0.880 -1.900 -1.221
H -0.623 -0.433 1.131
H 0.271 1.292 2.343
H 0.856 1.815 1.054
H -1.949 -0.103 -1.608
H -0.446 -0.777 -2.583

Bottom line: *four*, by a margin of 43.7 kJ/mol.

*one*
12
Properties=species:S:1:pos:R:3 method="wB97M-V/def2-TZVPD" homo_lumo_gap_ev=10.1 smiles="C=NC.C=O"
O -2.124 -4.644 -1.655
N 1.231 1.863 1.728
C 0.885 2.597 0.485
C 1.959 0.838 1.597
C -2.584 -3.461 -1.733
H 1.119 1.941 -0.407
H 2.134 0.398 0.464
H -0.252 2.714 0.265
H -2.062 -2.621 -1.327
H 1.373 3.611 0.637
H 1.769 -0.065 2.280
H -3.448 -3.171 -2.334

*two*
12
Properties=species:S:1:pos:R:3 method="wB97M-V/def2-TZVPD" homo_lumo_gap_ev=10.4 smiles="CNC(C)=O"
O 2.106 0.594 -0.560
N 0.589 -0.159 0.863
C 0.948 0.230 -0.376
C -0.779 -0.562 1.282
C -0.028 0.459 -1.481
H -0.278 -0.404 -2.102
H 1.291 -0.384 1.551
H -1.024 0.853 -1.253
H -1.448 0.273 1.089
H -1.087 -1.436 0.716
H 0.413 1.253 -2.079
H -0.704 -0.716 2.350

Bottom line: *two*, by a margin of 332.8 kJ/mol.

*one*
12
Properties=species:S:1:pos:R:3 method="wB97M-V/def2-TZVPD" homo_lumo_gap_ev=11.1
O 2.357 -0.976 0.117
N 3.296 1.050 0.640
C -2.583 0.041 0.589
C -1.335 0.447 0.641
C 2.652 0.065 0.477
H -3.367 0.499 1.204
H -0.987 1.248 1.226
H -0.549 0.043 -0.059
H 3.089 2.027 0.703
H 0.025 -1.783 -2.328
H 0.286 -1.950 -3.045
H -2.883 -0.710 -0.164

*two*
12
Properties=species:S:1:pos:R:3 method="wB97M-V/def2-TZVPD" homo_lumo_gap_ev=8.0
O 0.539 -0.380 -1.606
N -0.605 -0.168 0.345
C 0.561 -0.096 -0.430
C -2.051 0.150 -0.329
C 1.783 0.385 0.314
H 1.850 1.475 0.215
H 1.753 0.136 1.380
H -2.766 -0.451 0.245
H -0.556 0.176 1.297
H -1.924 -0.140 -1.371
H 2.670 -0.056 -0.143
H -1.252 -1.032 0.082

*three*
12
Properties=species:S:1:pos:R:3 method="wB97M-V/def2-TZVPD" homo_lumo_gap_ev=10.3 smiles="CCC(N)=O"
O 1.448 1.276 1.062
N 1.116 0.101 -0.854
C 0.973 0.310 0.501
C -0.114 -0.568 0.991
C -1.235 0.121 -0.307
H 1.172 -0.829 -1.222
H -2.137 -0.370 -0.028
H -1.249 1.214 -0.187
H -0.026 -1.632 0.758
H -1.142 0.000 -1.430
H 1.425 0.876 -1.396
H -0.231 -0.498 2.111

*four*
12
Properties=species:S:1:pos:R:3 method="wB97M-V/def2-TZVPD" homo_lumo_gap_ev=10.3 smiles="CN(C)C=O"
O 1.861 0.093 0.062
N -0.278 -0.102 -0.215
C -1.440 -0.860 0.068
C -0.614 1.415 0.012
C 0.917 -0.638 -0.033
H -1.752 -0.540 1.120
H -2.124 -0.581 -0.739
H 0.387 1.845 -0.014
H -0.990 1.496 1.052
H 0.902 -1.818 0.019
H -1.273 -1.831 0.019
H -1.268 1.897 -0.730

Bottom line: *four*, by a margin of 68.2 kJ/mol.

*one*
11
Properties=species:S:1:pos:R:3 method="wB97M-V/def2-TZVPD" homo_lumo_gap_ev=10.7 smiles="O=C1O[C@H](O)[C@H]1O"
O -0.671 1.276 1.286
O 0.298 -2.072 0.052
O 0.039 1.743 -1.744
O 1.093 -0.193 -0.985
C 0.155 0.811 -1.040
C -0.640 0.370 0.248
C 0.561 -0.811 0.295
H -0.617 -2.258 -0.207
H 1.288 -0.666 0.985
H 0.105 1.905 1.252
H -1.610 -0.104 -0.142

*two*
11
Properties=species:S:1:pos:R:3 method="wB97M-V/def2-TZVPD" homo_lumo_gap_ev=8.2 smiles="O=C(O)O/C=C/O"
O 0.726 0.504 1.898
O -1.180 -0.633 0.860
O 1.420 -0.919 -1.420
O -0.802 1.722 0.708
C -0.568 -1.201 -0.133
C 0.324 -0.362 -0.795
C -0.111 0.607 1.052
H 1.748 -0.319 -2.100
H -0.695 -2.272 -0.273
H -0.097 0.529 -1.249
H -0.766 2.345 1.452

Bottom line: *one*, by a margin of 158.5 kJ/mol.

*one*
20
Properties=species:S:1:pos:R:3 method="wB97M-V/def2-TZVPD" homo_lumo_gap_ev=9.4 total_charge=+1 smiles=CNC[C@H]([NH3+])CS
S -3.148 0.011 1.183
N 0.995 -1.056 -0.849
N -0.492 1.739 1.083
C 1.880 -0.601 -1.953
C -0.508 0.452 0.265
C 0.940 -0.173 0.284
C -1.460 -0.574 0.835
H 1.970 0.482 -1.845
H -0.448 1.473 2.068
H -1.348 2.277 0.953
H 1.606 0.688 0.242
H 1.043 -0.672 1.248
H 1.335 -1.970 -0.591
H -1.531 -1.379 0.098
H 1.430 -0.785 -2.920
H 0.161 2.365 0.601
H 2.882 -1.007 -1.851
H -3.699 -0.854 0.332
H -0.926 -1.179 1.576
H -0.682 0.766 -0.760

*two*
20
Properties=species:S:1:pos:R:3 method="wB97M-V/def2-TZVPD" homo_lumo_gap_ev=8.9 total_charge=+1 smiles=CNC[C@H]([NH3+])CS
S -2.861 0.160 -1.038
N 1.453 -0.908 -0.406
N -1.024 1.521 1.072
C 2.519 -0.363 -1.237
C -0.448 0.432 0.201
C -1.577 -0.592 -0.016
C 0.804 -0.294 0.711
H -1.114 2.436 0.628
H 1.504 0.419 1.186
H -3.776 -0.785 -0.789
H -1.946 -0.971 0.945
H -1.964 1.286 1.389
H 0.488 -0.980 1.496
H 3.485 -0.488 -0.757
H 2.439 0.717 -1.387
H 1.491 -1.897 -0.329
H 2.417 -0.804 -2.223
H -1.188 -1.482 -0.501
H -0.389 1.731 1.846
H -0.311 0.864 -0.791

Bottom line: *two*, by a margin of 24.3 kJ/mol.